(1)
Formula: C44H100N4O10S5
Source: the Open Molecules 2025 dataset
Level of theory: ωB97M-V with the def2-TZVPD basis set

Properties
Molar mass, g/mol: 1005.64
ΔE to the lowest compared entry with this formula, charge and spin, kJ/mol: 72.0
Largest force on an atom, eV/A: 3.13
Multiplicity: 1
LUMO energy, Eh: 0.00832
SMILES: O=S1(=O)CCCC1.O=S1(=O)CCCC1.O=S1(=O)CCCC1.O=S1(=O)CCCC1.O=S1(=O)CCCC1.CCN(CC)CC.CCN(CC)CC.CCN(CC)CC.CCN(CC)CC

Element x y z (Å)
H: -17.9563 10.2760 -19.9591
H: -13.6560 15.5817 -22.1166
C: -13.0512 16.2355 -12.6640
C: -13.0868 17.3856 -13.7295
C: -17.2634 13.6581 -20.1558
H: -6.0553 15.8431 -16.9579
C: -12.1901 8.7196 -17.1619
C: -13.2016 9.7466 -14.8318
H: -15.6094 12.8010 -21.2337
N: -9.5168 18.4571 -14.0355
C: -10.3713 15.7177 -18.8012
O: -16.5798 16.5306 -18.1966
H: -6.8378 11.1950 -15.7405
H: -13.0163 21.7950 -18.4581
C: -13.3047 9.7454 -17.3557
H: -14.0391 19.2407 -13.9356
O: -15.4246 10.2954 -20.0334
H: -12.7877 10.1956 -13.9289
H: -9.5329 16.3301 -18.4690
H: -8.7685 17.9074 -15.9165
H: -13.4012 16.3839 -17.2933
H: -13.5965 11.1790 -21.3546
H: -19.2782 12.7976 -20.1712
C: -14.7908 18.2921 -20.7550
H: -15.4324 21.3112 -18.6757
H: -19.4966 14.5622 -15.5251
H: -17.4791 14.0737 -19.1716
C: -11.6554 16.5182 -18.7104
H: -10.1169 15.5497 -19.8477
H: -10.4756 19.4333 -12.3730
H: -12.0339 14.2132 -20.9130
H: -8.1015 10.7093 -16.6899
H: -18.8270 16.3017 -17.1374
H: -10.9350 21.9292 -19.5131
H: -7.4919 11.4490 -18.6242
H: -5.7625 13.5136 -16.1857
H: -15.8438 19.8376 -16.7166
C: -9.2344 18.7796 -15.4579
H: -18.2174 12.1075 -21.4187
O: -12.5900 7.1817 -15.0264
H: -12.8043 12.3119 -20.3018
H: -12.9228 15.2290 -13.0623
H: -14.9246 11.7173 -24.7552
H: -15.5971 14.4578 -15.4526
H: -8.6152 16.0169 -14.8463
O: -11.7488 14.1828 -15.7530
N: -7.5282 12.7487 -17.0914
H: -18.6424 16.9427 -15.4615
S: -16.6481 16.2932 -16.7600
H: -17.8812 13.4176 -17.1638
C: -15.8841 12.9808 -20.1943
H: -15.0129 13.5088 -19.8065
H: -13.1165 10.3093 -18.2693
C: -9.9182 19.6812 -13.2763
C: -13.2580 10.6500 -16.1095
C: -6.7715 13.8223 -16.4593
H: -14.1421 9.2129 -14.6947
C: -18.3746 16.1480 -16.1577
H: -9.7166 15.6407 -13.5900
N: -13.1180 13.1113 -22.1122
O: -15.8106 17.0804 -15.8426
H: -15.5291 18.5580 -11.5481
C: -18.2590 12.4839 -20.3966
H: -13.4682 17.0980 -14.7093
H: -8.2432 12.5686 -14.3791
S: -14.7140 16.3307 -11.8041
C: -10.4860 14.3461 -18.1715
H: -5.1064 11.5381 -19.2109
C: -8.7275 16.0646 -13.7631
H: -4.7925 12.6536 -17.8517
H: -11.2424 9.1151 -17.5275
O: -13.0593 13.6416 -17.8895
C: -15.0295 20.2985 -18.6614
S: -15.9861 11.4004 -19.2602
H: -12.4162 11.3405 -16.1614
H: -14.3169 9.3542 -17.4580
H: -14.2827 20.7495 -16.6572
H: -9.2925 11.1406 -14.6799
C: -8.7449 20.5455 -12.8575
C: -13.5769 12.8446 -23.4945
C: -5.4435 11.8640 -18.2269
H: -15.8535 18.4644 -20.5844
H: -10.6327 20.2522 -13.8694
C: -12.6379 15.5261 -22.5020
H: -14.3265 19.0495 -17.1801
H: -11.2875 10.2861 -21.0163
H: -11.6229 10.7703 -22.7135
H: -11.3073 18.6992 -15.9370
H: -15.5136 12.0141 -23.0934
O: -15.7048 11.6224 -17.8428
H: -14.4961 17.5819 -19.9824
H: -17.3176 14.5521 -20.7771
H: -17.4402 12.8325 -15.5897
H: -7.9928 15.3618 -13.3701
H: -14.7198 17.8057 -21.7279
H: -15.9358 19.7643 -18.9463
S: -11.9714 8.4383 -15.3319
C: -6.9257 12.3298 -18.3214
H: -18.2271 11.2385 -18.5071
H: -10.6147 20.2923 -16.1917
H: -9.6844 12.5047 -15.6169
O: -10.6070 8.7614 -14.8711
H: -7.5313 17.8441 -13.5619
H: -10.5711 11.7149 -21.7319
C: -11.4834 11.1199 -21.6905
H: -14.1305 11.2932 -15.9949
H: -11.0761 20.2694 -19.2535
H: -11.9905 16.3055 -22.1002
C: -11.5197 21.0709 -19.8441
H: -9.0625 21.5084 -12.4575
H: -13.2686 19.0220 -12.4143
C: -12.7826 11.9027 -21.3119
H: -14.4532 10.7567 -23.2965
H: -12.3103 16.2252 -19.5310
H: -18.1463 14.9041 -14.4461
O: -14.5455 16.4477 -10.3642
H: -13.3520 22.0546 -20.1850
H: -9.7081 14.0720 -17.4589
C: -6.5801 15.0135 -17.4317
H: -11.3485 17.5578 -18.8250
S: -12.0598 14.3908 -17.1724
H: -12.3307 16.3993 -11.8627
H: -11.2866 13.8918 -22.6207
O: -15.5828 15.2681 -12.3030
C: -13.9150 18.5157 -13.1312
C: -12.3324 16.1909 -17.3862
H: -13.9145 13.7610 -23.9787
C: -8.5676 17.5641 -13.3727
H: -12.6188 15.5363 -23.5918
C: -14.8698 19.9945 -17.1801
H: -12.3925 7.7852 -17.6853
C: -15.1933 17.9663 -12.3996
H: -11.2860 20.8415 -20.8838
H: -8.0955 20.7118 -13.7170
C: -14.6483 11.7498 -23.7013
H: -5.2169 10.9922 -17.6130
H: -7.5469 15.4155 -17.7347
C: -18.4281 14.7746 -15.4911
C: -17.8164 11.2622 -19.5165
H: -13.0626 19.3003 -21.2683
H: -15.9284 17.7687 -13.1799
H: -5.9967 14.7052 -18.2993
C: -12.1392 14.1595 -21.9966
C: -17.5064 13.7386 -16.1919
C: -7.7415 11.6079 -16.1888
H: -11.7943 16.5802 -16.5219
H: -12.7236 12.6010 -24.1274
H: -7.3161 14.1854 -15.5877
H: -10.3776 13.3883 -18.6806
N: -13.7909 20.1537 -19.4337
C: -10.4320 19.2252 -16.3183
C: -8.8399 12.0311 -15.1162
H: -15.5021 14.2122 -17.1928
C: -13.9836 19.6116 -20.7753
C: -12.9901 21.3383 -19.4475
H: -12.0717 17.7603 -13.8610
C: -16.1708 14.4923 -16.3788
H: -8.9275 17.4855 -12.3468
H: -8.1450 20.0418 -12.0994
H: -8.4693 19.5559 -15.4656
H: -10.2275 19.1108 -17.3828
H: -6.9730 13.0973 -19.0939
H: -14.3958 20.2811 -21.5302

Mulliken atomic charge list, values in e, 8 entries:
1. H 0.56
2. H 0.17
3. C -1.01
4. C 2.51
5. C 0.31
6. H 0.44
7. C -0.79
8. C -0.94

(2)
Formula: C25H27CoF3N3O4S2Te
Source: the Open Molecules 2025 dataset
Level of theory: ωB97M-V with the def2-TZVPD basis set

Properties
Molar mass, g/mol: 741.17
ΔE to the lowest compared entry with this formula, charge and spin, kJ/mol: 0.0
Largest force on an atom, eV/A: 0.85
Multiplicity: 1
LUMO energy (spin up / spin down), Eh: 0.01485 / -0.04941

Element x y z (Å)
C: 2.6344 2.2031 1.1262
H: 3.1812 1.1025 -1.1838
F: 3.7722 -2.9108 -3.5423
C: -1.8580 -4.3363 1.5818
N: 3.0036 2.8348 0.0015
H: -1.5089 -3.6264 -2.2012
H: 1.4798 1.2040 3.1622
H: -3.5767 -1.4375 1.9310
H: 3.9702 4.8824 1.5471
H: 0.9430 4.5692 1.8188
C: -4.5163 0.2887 -1.3167
H: -3.6577 -0.5810 -3.0775
N: 2.1662 2.9166 2.1693
H: 1.8854 4.4743 -0.6517
C: -2.9383 -3.4630 1.6005
F: 2.8106 -4.8501 -3.7463
C: -2.9540 1.4148 0.1450
H: -3.9334 -3.8250 1.3731
S: -0.2629 1.5158 -0.2499
C: -0.5206 -3.2648 -1.9567
C: -3.4611 -0.0291 -2.1654
H: -5.0586 1.2971 0.4994
H: 0.5183 -4.5696 -3.3112
C: 1.6878 2.2464 3.3675
H: -2.0078 -5.3809 1.3393
H: 2.4272 2.3204 4.1698
C: -0.3653 -2.2747 -1.0070
H: -1.3075 -0.6153 2.4442
C: -1.4657 -1.6614 2.2153
C: 1.8672 -3.3297 -2.2203
H: 0.2636 -4.5443 1.8164
O: 0.0191 0.7532 0.9976
H: 3.3462 2.6287 -2.0315
C: -0.3712 -2.5263 2.1742
H: -6.6511 0.5674 -1.2768
C: 2.8492 4.2754 -0.1758
H: 3.6412 4.6097 -0.8456
C: 1.9726 4.3581 2.1222
C: -4.2446 1.0243 -0.1627
C: 3.5900 2.1023 -1.1103
H: -1.3388 0.1132 -2.5279
H: 4.6763 2.0362 -1.0106
Co: 1.6210 -0.3863 0.3323
C: -1.9129 1.0648 -0.7045
C: -0.5822 -3.8694 1.8609
H: -2.7478 1.9885 1.0409
C: -2.1608 0.3542 -1.8655
S: 3.3164 -1.4969 -0.5624
O: -0.2423 2.9456 -0.0858
O: 0.6520 0.9680 -1.2716
H: -6.1340 -1.1083 -1.1165
C: 0.6103 -3.7906 -2.5659
F: 3.9601 -4.3872 -1.9616
O: 2.7563 0.9442 1.2433
C: -2.7394 -2.1251 1.9180
Te: 1.5879 -1.7938 2.4804
H: -1.2069 -1.8371 -0.4852
C: 2.9549 4.9861 1.1572
H: -6.0628 -0.3173 -2.6894
C: -5.9185 -0.1627 -1.6204
H: 2.7456 6.0486 1.0378
C: 3.1063 -3.8691 -2.8655
H: 0.7661 2.7329 3.6896
H: 2.1205 4.7480 3.1302
N: 0.8416 -1.8260 -0.6786
C: 1.9618 -2.3241 -1.2490

natural (NBO) atomic charge list, values in e, 8 entries:
1. C 0.83
2. H 0.24
3. F -0.32
4. C -0.22
5. N -0.42
6. H 0.23
7. H 0.25
8. H 0.21